Entry from the OMol25 dataset: the ion C6H13ClN4 with charge +2 at a distorted geometry (the ωB97M-V functional and the def2-TZVPD basis).

The geometry in ORCA input format:
```
! RIJCOSX wB97M-V def2-TZVPD def2/J DEFGRID3
* xyz 2 1
H -0.35352 2.84636 -0.81241
Cl -1.96620 1.12281 -0.57456
H -1.61073 -2.51904 1.34169
N -0.35802 -1.50254 -3.13116
C 1.14475 1.71433 2.61889
C 1.31580 0.42350 1.77395
H 1.50283 -0.48306 2.42812
H -1.33844 -1.35696 -3.38297
H 1.25091 2.32654 -0.09634
N 0.34470 2.20120 -0.34314
H 0.07969 -2.39961 -3.32789
C -1.29287 -1.92298 -0.86359
H 0.37669 -0.75126 -1.28054
H 2.19530 0.48872 1.08019
N -0.59880 -0.93618 1.23980
H 0.07541 1.67781 2.79920
H -2.15120 -2.40522 -1.33318
C -0.44845 -1.34759 -1.71084
H 1.68419 1.55169 3.61019
H 1.44572 2.54628 2.00300
H 0.19101 -0.76539 -3.45704
C -0.37798 1.13366 -0.00350
N 0.08263 0.18197 0.85628
C -1.19341 -1.82504 0.56585
*
```

For the energy, the calculation gives -914.8950 Ha. Its structure (SMILES) is CCN(/N=C\C=C\[NH3+])C(=[NH2+])Cl. Its energy above the lowest of the compared OMol25 structures with the same formula, charge and spin is 3.041 eV. Its LUMO energy is -8.29 eV. The HOMO-LUMO gap is 8.70 eV. The value obtained for the HOMO energy is -16.99 eV.

Atomic partial charges in e from the Mulliken method, atoms 1 to 2: H 0.2619; Cl -0.0363